C6H12ClN2O5S2 | ωB97M-V/def2-TZVPD

Geometry as XYZ:
```
28
Properties=species:S:1:pos:R:3:mulliken_charge:R:1
O 3.04 0.30 0.90 -0.500
S 3.06 -0.49 -0.30 0.602
O 3.00 0.71 -1.45 -0.218
Cl 2.83 0.07 -3.00 0.012
O 1.53 -0.99 -0.52 -0.007
C 1.45 -2.45 -0.46 -0.619
C 0.02 -2.92 -0.60 -0.842
C -1.07 -1.94 -0.14 -0.448
C -1.72 -1.17 -1.29 -0.805
S -2.49 0.42 -0.84 -0.154
C -1.12 1.34 -0.30 0.383
N -0.35 2.14 -0.96 -0.237
N 0.54 2.70 -0.06 -0.316
C 0.26 2.18 1.08 -0.082
O -0.81 1.34 1.04 -0.413
H 2.07 -2.85 -1.26 0.370
H 1.88 -2.79 0.48 0.462
H -0.18 -3.23 -1.63 0.360
H -0.07 -3.81 0.02 0.341
H -0.67 -1.26 0.62 0.263
H -1.86 -2.51 0.35 0.388
H -1.05 -0.99 -2.13 0.417
H -2.58 -1.73 -1.65 0.427
H 0.75 2.33 2.03 0.568
O -1.79 3.89 2.66 -0.358
H -1.07 4.36 3.13 0.484
H -1.52 2.97 2.42 0.444
H -2.08 4.39 1.87 0.478
```

Calculated values
net charge: +1
molar mass: 291.758 Da
DFT total energy: -1977.66711 Ha
HOMO level: -12.543 eV
HOMO-LUMO gap: 0.2809 Eh
largest force on an atom: 0.62 eV/Å
LUMO level: -4.9002 eV

C10H15N4O | ωB97M-V/def2-TZVPD

Geometry as XYZ:
```
30
Properties=species:S:1:pos:R:3:mulliken_charge:R:1
C 3.37 0.37 1.66 -0.963
C 2.05 -0.24 1.86 0.500
C 1.50 -0.71 3.07 -1.149
C 0.24 -1.09 2.74 -0.088
N -0.04 -0.61 1.47 0.499
C -1.24 -0.63 0.79 0.421
C -2.38 -1.75 1.27 -0.138
O -3.42 -1.87 1.70 -0.249
N -1.33 -0.62 -0.61 0.264
C -0.09 -0.80 -1.35 -1.138
C 0.54 0.50 -1.87 -0.769
N -0.59 1.23 -2.55 -0.274
C -1.70 1.60 -1.59 -0.416
C -2.32 0.23 -1.18 -0.832
N 1.11 -0.09 0.98 -0.565
H 4.07 -0.50 1.34 0.255
H 3.40 1.16 0.83 0.257
H 3.84 0.74 2.70 0.285
H 1.95 -0.85 3.99 0.453
H -0.48 -1.65 3.39 0.327
H -0.50 -1.34 -2.38 0.277
H 0.49 -1.38 -0.83 0.774
H 0.98 0.94 -0.97 0.534
H 1.17 0.39 -2.67 0.420
H -0.29 2.13 -3.08 0.391
H -0.85 0.55 -3.31 0.417
H -2.29 2.22 -2.23 0.424
H -1.20 2.17 -0.64 0.285
H -3.21 0.32 -0.57 0.398
H -2.81 -0.42 -1.94 0.400
```

Calculated values
net charge: +1
molar mass: 207.257 Da
DFT total energy: -683.87529 Ha
HOMO level (spin up / spin down): -10.471 / -10.469 eV
HOMO-LUMO gap (spin up / spin down): 0.2644 / 0.2644 Eh
largest force on an atom: 8.44 eV/Å
LUMO level (spin up / spin down): -3.2756 / -3.2752 eV

C16H30N2OP2SeTc | ωB97M-V/def2-TZVPD

Geometry as XYZ:
```
53
Properties=species:S:1:pos:R:3:mulliken_charge:R:1
Tc 0.05 -0.25 0.44 -0.613
P -2.44 0.62 0.85 1.158
P 2.31 -0.76 -0.06 1.309
N -0.59 -0.40 -1.23 -0.369
H -1.23 -0.39 1.54 0.392
C -2.68 2.37 0.56 -0.778
H -3.70 2.57 0.94 0.413
H -2.62 2.54 -0.53 0.320
H -1.93 2.97 1.09 -0.005
C -2.97 0.23 2.54 -1.283
H -4.04 0.48 2.56 0.473
H -2.38 0.84 3.23 0.361
H -2.78 -0.84 2.75 0.412
C -3.49 -0.31 -0.29 -1.267
H -4.51 -0.15 0.10 0.513
H -3.20 -1.37 -0.27 0.251
H -3.35 0.12 -1.29 0.346
C 3.48 0.52 -0.68 -1.219
H 4.49 0.15 -0.91 0.401
H 3.55 1.31 0.08 0.254
H 3.06 0.98 -1.58 0.338
C 3.31 -1.55 1.25 -1.178
H 4.26 -1.97 0.87 0.406
H 2.73 -2.36 1.70 0.296
H 3.55 -0.82 2.03 0.245
C 2.45 -2.00 -1.43 -1.233
H 3.46 -2.42 -1.54 0.442
H 2.16 -1.55 -2.38 0.288
H 1.76 -2.82 -1.22 0.301
C -0.82 -0.76 -2.50 -0.149
C -1.27 -0.22 -4.84 -0.475
C -0.84 0.18 -3.58 -0.449
C -1.06 -2.15 -2.78 -0.068
C -1.48 -2.53 -4.05 -0.604
C -1.59 -1.57 -5.08 -0.361
H -1.35 0.51 -5.63 0.386
H -0.57 1.22 -3.33 0.375
H -0.95 -2.85 -1.95 0.405
H -1.72 -3.57 -4.23 0.370
H -1.90 -1.88 -6.06 0.378
C 1.85 2.68 2.13 0.695
O 1.76 2.21 0.96 -0.451
C 0.78 3.70 2.57 -0.897
H 0.43 3.64 3.63 0.337
H -0.15 3.66 1.98 -0.080
H 1.29 4.67 2.41 0.357
C 2.29 1.65 3.25 -0.853
H 3.37 1.62 3.18 0.302
H 1.88 0.62 3.14 0.093
H 1.96 1.98 4.25 0.391
Se -0.17 -4.01 3.50 -0.190
C -0.19 -2.70 2.37 0.237
N -0.24 -1.82 1.53 -0.722
```

Calculated values
molar mass: 505.337 Da
spin multiplicity: 4
DFT total energy: -3977.15841 Ha
HOMO level (spin up / spin down): -5.436 / -6.822 eV
HOMO-LUMO gap (spin up / spin down): 0.2026 / 0.2433 Eh
largest force on an atom: 6.46 eV/Å
LUMO level (spin up / spin down): 0.0757 / -0.2026 eV

C19H22BeN2Te | ωB97M-V/def2-TZVPD

Geometry as XYZ:
```
45
Properties=species:S:1:pos:R:3:mulliken_charge:R:1
C -2.72 -0.35 -1.17 -0.039
C -2.87 0.97 -1.95 -0.929
H -2.68 -1.20 -1.86 0.323
H -3.62 -0.50 -0.55 0.361
H -1.87 -0.47 -0.49 -0.427
H -2.36 0.99 -2.92 0.254
H -3.95 1.09 -2.17 0.373
H -2.58 1.85 -1.39 0.361
C 0.15 -2.02 -0.06 0.066
C 0.88 -3.19 -0.19 -0.877
C 1.92 -3.23 -1.14 -0.501
C 2.24 -2.09 -1.87 -0.752
H -0.54 -1.79 0.77 0.420
H 0.66 -3.98 0.52 0.360
H 2.50 -4.14 -1.29 0.392
H 3.15 -1.98 -2.47 0.276
N 0.34 -0.99 -0.91 0.538
C 1.40 -0.99 -1.79 0.484
C 1.65 0.30 -2.36 0.859
N 0.76 1.26 -1.95 0.394
C 0.97 2.56 -2.25 -0.049
C 2.88 1.93 -3.56 -0.528
C 2.01 2.92 -3.09 -0.751
H 0.29 3.24 -1.73 0.377
H 2.15 3.98 -3.33 0.362
C 2.76 0.63 -3.12 -0.847
H 3.49 -0.14 -3.37 0.290
H 3.65 2.17 -4.29 0.402
Be -0.23 0.51 -0.89 -1.313
C -0.94 2.24 0.87 -0.902
H -1.33 1.61 0.02 -0.134
H -0.81 3.25 0.52 0.495
H -1.66 2.20 1.69 0.400
Te 0.94 1.47 1.59 0.327
C 0.17 0.20 3.12 0.194
C -1.02 0.64 3.71 -0.527
C -1.75 -0.22 4.54 -0.547
C -1.22 -1.48 4.87 -0.420
C 0.07 -1.83 4.44 -0.384
C 0.77 -1.00 3.56 -0.446
H -1.40 1.63 3.47 0.549
H -2.71 0.10 4.95 0.372
H -1.78 -2.14 5.53 0.367
H 0.50 -2.75 4.82 0.379
H 1.75 -1.26 3.18 0.397
```

Calculated values
molar mass: 415.011 Da
DFT total energy: -1129.39730 Ha
HOMO level (spin up / spin down): -4.390 / -4.394 eV
HOMO-LUMO gap (spin up / spin down): 0.1636 / 0.1637 Eh
largest force on an atom: 3.47 eV/Å
LUMO level (spin up / spin down): 0.0614 / 0.0603 eV

Number 2 is which compound? C10H15N4O

Which value of molar mass does entry 1 give? 291.758 Da

What did the third record say?
C16H30N2OP2SeTc | ωB97M-V/def2-TZVPD

Geometry as XYZ:
```
53
Properties=species:S:1:pos:R:3:mulliken_charge:R:1
Tc 0.05 -0.25 0.44 -0.613
P -2.44 0.62 0.85 1.158
P 2.31 -0.76 -0.06 1.309
N -0.59 -0.40 -1.23 -0.369
H -1.23 -0.39 1.54 0.392
C -2.68 2.37 0.56 -0.778
H -3.70 2.57 0.94 0.413
H -2.62 2.54 -0.53 0.320
H -1.93 2.97 1.09 -0.005
C -2.97 0.23 2.54 -1.283
H -4.04 0.48 2.56 0.473
H -2.38 0.84 3.23 0.361
H -2.78 -0.84 2.75 0.412
C -3.49 -0.31 -0.29 -1.267
H -4.51 -0.15 0.10 0.513
H -3.20 -1.37 -0.27 0.251
H -3.35 0.12 -1.29 0.346
C 3.48 0.52 -0.68 -1.219
H 4.49 0.15 -0.91 0.401
H 3.55 1.31 0.08 0.254
H 3.06 0.98 -1.58 0.338
C 3.31 -1.55 1.25 -1.178
H 4.26 -1.97 0.87 0.406
H 2.73 -2.36 1.70 0.296
H 3.55 -0.82 2.03 0.245
C 2.45 -2.00 -1.43 -1.233
H 3.46 -2.42 -1.54 0.442
H 2.16 -1.55 -2.38 0.288
H 1.76 -2.82 -1.22 0.301
C -0.82 -0.76 -2.50 -0.149
C -1.27 -0.22 -4.84 -0.475
C -0.84 0.18 -3.58 -0.449
C -1.06 -2.15 -2.78 -0.068
C -1.48 -2.53 -4.05 -0.604
C -1.59 -1.57 -5.08 -0.361
H -1.35 0.51 -5.63 0.386
H -0.57 1.22 -3.33 0.375
H -0.95 -2.85 -1.95 0.405
H -1.72 -3.57 -4.23 0.370
H -1.90 -1.88 -6.06 0.378
C 1.85 2.68 2.13 0.695
O 1.76 2.21 0.96 -0.451
C 0.78 3.70 2.57 -0.897
H 0.43 3.64 3.63 0.337
H -0.15 3.66 1.98 -0.080
H 1.29 4.67 2.41 0.357
C 2.29 1.65 3.25 -0.853
H 3.37 1.62 3.18 0.302
H 1.88 0.62 3.14 0.093
H 1.96 1.98 4.25 0.391
Se -0.17 -4.01 3.50 -0.190
C -0.19 -2.70 2.37 0.237
N -0.24 -1.82 1.53 -0.722
```

Calculated values
molar mass: 505.337 Da
spin multiplicity: 4
DFT total energy: -3977.15841 Ha
HOMO level (spin up / spin down): -5.436 / -6.822 eV
HOMO-LUMO gap (spin up / spin down): 0.2026 / 0.2433 Eh
largest force on an atom: 6.46 eV/Å
LUMO level (spin up / spin down): 0.0757 / -0.2026 eV